#w
Molecular formula: C3H8O3
Method: DFT, ωB97M-V/def2-TZVPD

gap between HOMO and LUMO	11.1	eV
spin multiplicity	1
LUMO	0.717	eV
SMILES	OCC(O)CO
HOMO	-0.38043	Ha
total charge	0

Last column: Löwdin charge in e.
Positions of all 14 atoms, in Å:
O  -0.0300  0.1381  2.1567  -0.0654
C  -0.6542  -0.3867  0.9903  -0.1851
C  0.3753  -0.5747  -0.1498  -0.3498
O  1.5203  0.2204  0.1038  -0.0376
C  -0.2021  -0.0836  -1.4715  -0.2260
O  -0.4660  1.2989  -1.3901  -0.0603
H  0.0023  1.0975  2.0551  0.1004
H  -1.0854  -1.3485  1.2770  0.1248
H  -1.4576  0.2745  0.6468  0.1220
H  0.6597  -1.6338  -0.2399  0.1449
H  1.6198  0.2078  1.0708  0.0893
H  0.5049  -0.3059  -2.2829  0.1241
H  -1.1508  -0.5846  -1.7003  0.1305
H  0.3638  1.6805  -1.0658  0.0881

=====

#x
Molecular formula: C3H8O3
Method: DFT, ωB97M-V/def2-TZVPD

gap between HOMO and LUMO	10.6	eV
spin multiplicity	1
LUMO	0.734	eV
SMILES	C1COCO1.O
HOMO	-0.36427	Ha
total charge	0

Last column: Löwdin charge in e.
Positions of all 14 atoms, in Å:
C  0.0969  -0.3139  -0.2073  -0.1664
C  -0.7092  0.9857  0.1277  -0.1885
O  -1.2271  1.1754  -1.0996  -0.0728
C  -0.2207  0.9759  -1.9776  -0.2664
O  0.4681  -0.1844  -1.5662  -0.0796
H  0.9980  -0.4942  0.4099  0.1062
H  -0.5330  -1.2229  -0.1568  0.1297
H  0.0115  1.7978  0.3432  0.1266
H  -1.4131  0.9255  0.9800  0.1422
H  -0.5758  0.8135  -3.0135  0.1474
H  0.4410  1.8633  -1.9840  0.1352
O  0.6200  -2.3866  2.6090  -0.0846
H  1.1416  -1.7986  2.0171  0.0203
H  0.9020  -2.1368  3.5180  0.0506

=====

Which one is most stable, and which one is least stable? #w is the most stable of them, while #x is the least stable.

=====

#w
Molecular formula: C3H8O3
Method: DFT, ωB97M-V/def2-TZVPD

gap between HOMO and LUMO	11.2	eV
spin multiplicity	1
LUMO	0.790	eV
SMILES	OCC(O)CO
HOMO	-0.38174	Ha
total charge	0

Last column: Löwdin charge in e.
Positions of all 14 atoms, in Å:
O  -0.2177  1.1711  -1.3884  -0.0953
C  0.0134  1.4626  -0.0127  -0.2175
C  0.4699  0.2046  0.7588  -0.3557
O  1.4914  -0.4214  0.0252  -0.0510
C  -0.7087  -0.8210  0.9572  -0.1806
O  -1.0461  -1.5712  -0.2241  -0.0594
H  -0.7093  0.2862  -1.3512  0.1115
H  -0.8609  2.1481  0.3571  0.1591
H  0.9476  2.0492  -0.0141  0.1198
H  0.8558  0.5607  1.7149  0.1440
H  1.4466  0.1563  -0.8367  0.1433
H  -0.4948  -1.5542  1.7410  0.1198
H  -1.5045  -0.3901  1.4060  0.0795
H  -0.1489  -1.7614  -0.5380  0.0825

=====

#x
Molecular formula: C3H8O3
Method: DFT, ωB97M-V/def2-TZVPD

gap between HOMO and LUMO	4.9	eV
spin multiplicity	1
LUMO	-4.069	eV
HOMO	-0.32902	Ha
total charge	0

Last column: Löwdin charge in e.
Positions of all 14 atoms, in Å:
O  -0.8251  1.4684  -1.7299  0.1180
C  -0.2857  1.8998  -0.7447  -0.2640
C  0.7206  1.2667  0.0972  0.1536
C  1.0849  -0.1102  -0.1922  -0.2529
O  1.3198  -0.7259  1.0521  -0.0561
H  -0.3366  2.9565  -0.4400  0.1217
H  1.1190  1.8238  0.9408  0.1349
H  -2.2579  -0.6895  0.8872  0.0344
H  0.1303  -0.6011  -0.5487  0.1403
H  1.8981  -0.3606  -0.8704  0.1600
H  0.6488  -1.4268  0.9911  0.0003
H  -0.6359  -3.1094  -0.3610  -0.0290
H  -2.3459  0.0222  0.7500  0.0257
O  -0.2344  -2.4138  0.1685  -0.2869

=====

Which one is most stable, and which one is least stable? #w is the most stable of them, while #x is the least stable.

=====

#w
Molecular formula: C23H20N2O5S
Method: DFT, ωB97M-V/def2-TZVPD

gap between HOMO and LUMO	8.4	eV
spin multiplicity	1
LUMO	0.168	eV
SMILES	CC(=O)c1cc2c(cc1N/C(=N\S(=O)(=O)c1ccc(C)cc1)c1ccccc1)OCO2
HOMO	-0.30313	Ha
total charge	0

Last column: Löwdin charge in e.
Positions of all 51 atoms, in Å:
C  -1.0468  -1.0307  -2.8670  -0.0008
C  -0.6130  -0.2002  -1.6840  -0.3953
O  0.5468  0.1059  -1.5107  0.1050
C  -1.6980  0.2775  -0.7878  -0.0952
C  -2.9352  0.6433  -1.3434  0.0758
C  -3.8583  1.2410  -0.5287  -0.1898
C  -3.5928  1.4894  0.8232  -0.1910
C  -2.4091  1.1098  1.3993  0.0940
C  -1.4591  0.4770  0.5826  -0.1856
N  -0.2861  0.0506  1.1887  0.1396
C  0.4191  -1.0811  0.9640  -0.3433
N  1.6179  -1.2574  1.3836  0.0141
S  2.5025  -0.0056  2.0124  0.6706
O  1.6468  0.9039  2.7640  -0.3244
O  3.6222  -0.5611  2.7052  -0.2838
C  3.0458  0.8017  0.5178  -0.2853
C  2.4798  1.9956  0.1220  -0.0595
C  2.8556  2.5519  -1.0871  -0.0341
C  3.7835  1.9143  -1.9032  -0.2689
C  4.1583  2.5063  -3.2273  -0.0474
C  4.3388  0.7105  -1.4819  -0.0280
C  3.9694  0.1494  -0.2734  -0.0518
C  -0.2297  -2.2204  0.2839  -0.1651
C  0.5342  -3.0219  -0.5595  -0.0202
C  -0.0382  -4.1096  -1.1917  -0.0704
C  -1.3730  -4.4149  -0.9775  -0.0820
C  -2.1306  -3.6350  -0.1190  -0.0712
C  -1.5649  -2.5413  0.5116  -0.0175
O  -4.6631  2.1105  1.3892  0.0494
C  -5.6237  2.2509  0.3615  -0.1489
O  -5.1110  1.7032  -0.8343  0.0385
H  -1.4096  -0.3721  -3.6542  0.0891
H  -0.1896  -1.5769  -3.2514  0.0889
H  -1.8377  -1.7216  -2.5901  0.0851
H  -3.1461  0.4990  -2.3883  0.1263
H  -2.2053  1.2808  2.4429  0.1368
H  0.1678  0.6640  1.8783  0.1063
H  1.7628  2.4802  0.7662  0.1124
H  2.4192  3.4871  -1.4063  0.1158
H  3.4175  2.2267  -3.9764  0.0856
H  5.1280  2.1429  -3.5574  0.0760
H  4.1860  3.5921  -3.1732  0.0785
H  5.0608  0.2082  -2.1094  0.1131
H  4.3842  -0.7828  0.0755  0.1168
H  1.5709  -2.7655  -0.7068  0.1207
H  0.5568  -4.7250  -1.8498  0.1064
H  -1.8204  -5.2651  -1.4708  0.1036
H  -3.1659  -3.8820  0.0643  0.1052
H  -2.1562  -1.9503  1.1951  0.1221
H  -5.8494  3.3185  0.2130  0.1421
H  -6.5460  1.7205  0.6461  0.1418

=====

#x
Molecular formula: C23H20N2O5S
Method: DFT, ωB97M-V/def2-TZVPD

gap between HOMO and LUMO	8.7	eV
spin multiplicity	1
LUMO	0.647	eV
SMILES	O=C(CN1C(=O)C[C@H](c2ccco2)Sc2ccccc21)NCc1ccc2c(c1)OCO2
HOMO	-0.29484	Ha
total charge	0

Last column: Löwdin charge in e.
Positions of all 51 atoms, in Å:
O  -2.9774  -2.5645  -0.9678  0.0699
C  -2.5739  -2.3169  0.1479  -0.4717
C  -3.1720  -1.1857  1.0066  -0.0222
N  -2.2686  -0.0435  1.0233  0.0011
C  -1.2373  -0.0336  1.9010  -0.4536
O  -1.0368  -0.9521  2.6783  0.0558
C  -0.3826  1.2198  1.8925  -0.0728
C  0.7908  1.0441  0.9325  -0.4033
C  1.4943  2.3124  0.6293  -0.3096
C  1.0313  3.5450  0.2610  -0.0218
C  2.1757  4.3497  0.0490  -0.0532
C  3.2462  3.5493  0.2977  -0.1151
O  2.8444  2.3161  0.6468  0.0371
S  0.2161  0.2683  -0.6636  1.0867
C  -1.3128  1.1494  -0.8775  -0.4275
C  -1.4492  2.0458  -1.9254  -0.0892
C  -2.6483  2.7064  -2.1227  -0.0745
C  -3.7125  2.4747  -1.2667  -0.0677
C  -3.5841  1.5769  -0.2224  -0.0055
C  -2.3871  0.8999  -0.0210  -0.2345
N  -1.5932  -2.9782  0.7839  0.0864
C  -0.7247  -3.9200  0.1055  -0.1179
C  0.5516  -3.2416  -0.3291  -0.2209
C  0.8589  -3.1011  -1.6718  -0.0457
C  1.9980  -2.4237  -2.1011  -0.0021
C  2.8023  -1.8779  -1.1323  -0.2337
C  2.4961  -2.0114  0.2226  -0.2339
C  1.3857  -2.6922  0.6513  0.0324
O  3.4457  -1.3612  0.9697  0.0257
C  4.3462  -0.7967  0.0402  -0.1537
O  3.9558  -1.1523  -1.2682  0.0385
H  -3.3146  -1.5274  2.0346  0.1355
H  -4.1229  -0.8833  0.5693  0.1264
H  0.0099  1.3706  2.9002  0.1409
H  -0.9790  2.0877  1.6078  0.1225
H  1.5031  0.3149  1.3231  0.1128
H  0.0085  3.8421  0.1452  0.1111
H  2.1923  5.3779  -0.2479  0.1012
H  4.3020  3.7306  0.2646  0.1199
H  -0.6088  2.2106  -2.5813  0.1079
H  -2.7510  3.4019  -2.9413  0.1052
H  -4.6478  2.9935  -1.4115  0.1059
H  -4.4130  1.4003  0.4467  0.1197
H  -1.2617  -2.5952  1.6638  0.1034
H  -1.2701  -4.2983  -0.7608  0.1205
H  -0.5091  -4.7446  0.7919  0.1278
H  0.1921  -3.5183  -2.4100  0.1158
H  2.2314  -2.3150  -3.1464  0.1199
H  1.1608  -2.7800  1.7019  0.1318
H  4.3366  0.3006  0.1438  0.1269
H  5.3622  -1.1738  0.2371  0.1413

=====

Which one is most stable, and which one is least stable? #x is the most stable of them, while #w is the least stable.

=====

#w
Molecular formula: C4H8OS
Method: DFT, ωB97M-V/def2-TZVPD

gap between HOMO and LUMO	9.0	eV
spin multiplicity	1
LUMO	0.443	eV
SMILES	CC(C)OC=S
HOMO	-0.31521	Ha
total charge	0

Last column: Löwdin charge in e.
Positions of all 14 atoms, in Å:
C  0.5406  1.3279  -0.3064  -0.0869
C  0.2669  -0.1586  0.1783  -0.4588
C  1.2918  -1.3361  -0.2402  -0.0092
O  -1.0288  -0.4288  -0.3123  -0.1878
C  -2.0207  -0.0806  0.4297  -0.7494
S  -3.5174  -0.2603  -0.2669  0.6233
H  -0.5932  1.9312  -0.4486  0.1451
H  0.7887  1.2553  -1.4717  0.0900
H  1.4054  1.8761  0.4658  0.1441
H  0.1640  0.1805  1.2311  0.1094
H  0.8441  -2.2351  0.0860  0.0402
H  2.2687  -1.1809  0.4900  0.1352
H  1.4288  -1.1551  -1.3457  0.0897
H  -1.8391  0.2645  1.5109  0.1151

=====

#x
Molecular formula: C4H8OS
Method: DFT, ωB97M-V/def2-TZVPD

gap between HOMO and LUMO	10.0	eV
spin multiplicity	1
LUMO	0.967	eV
HOMO	-0.33359	Ha
total charge	0

Last column: Löwdin charge in e.
Positions of all 14 atoms, in Å:
C  -0.1000  1.5205  -0.0170  -0.3558
C  0.7544  0.3458  0.0533  -0.4499
C  -0.9030  -1.3847  -0.8875  -0.0784
C  0.0545  -1.0279  0.3714  -0.2443
O  1.8804  2.4362  1.5483  -0.5544
S  0.7761  1.5014  1.5570  0.9483
H  0.1338  2.2694  -0.7727  0.0996
H  -1.2137  1.2475  -0.0242  0.1109
H  1.6159  0.1792  -0.5927  0.1273
H  -1.8156  -1.8660  -0.3926  0.0863
H  -0.4109  -2.1125  -1.4786  0.0424
H  -1.1329  -0.3541  -1.2848  0.0648
H  0.8051  -1.8077  0.4965  0.0856
H  -0.4443  -0.9470  1.4234  0.1175

=====

#y
Molecular formula: C4H8OS
Method: DFT, ωB97M-V/def2-TZVPD

gap between HOMO and LUMO	8.8	eV
spin multiplicity	1
LUMO	-0.319	eV
SMILES	CC(C)(O)C=S
HOMO	-0.33393	Ha
total charge	0

Last column: Löwdin charge in e.
Positions of all 14 atoms, in Å:
C  -1.3600  1.3854  -0.1007  -0.0206
C  -0.7135  0.0019  0.0073  -0.7171
C  -1.5951  -1.0784  -0.5316  -0.0530
O  -0.5306  -0.2882  1.4140  -0.0787
C  0.5831  0.0428  -0.7373  -0.5970
S  2.0050  0.0068  -0.0242  0.7827
H  -0.7865  2.0578  0.4879  0.0774
H  -1.4589  1.6925  -1.1338  0.0844
H  -2.4159  1.3720  0.2772  0.1076
H  -1.1266  -2.0725  -0.5399  0.0914
H  -2.4825  -1.1950  0.1049  0.0964
H  -1.8853  -0.9386  -1.5972  0.0991
H  0.3154  -0.7939  1.4795  0.0497
H  0.5180  -0.0357  -1.8294  0.0776

=====

Which one is most stable, and which one is least stable? #y is the most stable of them, while #w is the least stable.